ORCA calculation (the ωB97M-V functional and the def2-TZVPD basis) on a 2-piece molecular cluster, C9H13N4O overall.

```
27
Properties=species:S:1:pos:R:3:forces:R:3:nbo_charge:R:1
H 5.48950 -0.00987 0.35215 -0.201 -0.649 0.029 0.24
H 4.88874 -1.30338 -0.68372 0.830 -4.430 -0.919 0.22
H 5.27547 0.28328 -1.29267 -0.650 -0.199 -0.351 0.23
C -2.33394 0.34920 -0.11955 2.410 1.078 0.863 0.02
H 0.57539 2.80158 0.33729 0.380 -0.386 -0.100 0.24
C -0.02594 0.75647 0.54228 -1.305 0.729 0.811 -0.04
C -3.45514 -0.46721 -0.20069 -2.104 0.714 0.271 -0.26
C -1.40173 2.55056 -0.37757 2.054 0.446 0.156 -0.25
N -0.96137 -1.37737 0.62717 -2.810 -0.883 -0.283 -0.54
H -3.96663 -3.47306 -0.84295 -0.496 1.095 2.308 0.44
N 2.52148 -0.89311 0.33290 0.104 0.467 0.569 -0.79
C -2.44624 1.73640 -0.45240 -0.593 -2.227 -0.128 -0.13
N -1.11845 -0.11774 0.40013 1.470 -1.130 -0.587 -0.01
C -3.87966 -1.65626 0.04693 1.940 -1.913 0.827 0.47
H -4.38116 -3.37459 0.89641 -0.411 -0.772 1.261 0.43
H -1.28358 3.55969 -0.69094 -0.967 0.692 -0.296 0.24
H -4.35666 0.15000 -0.25114 -0.213 0.100 -0.681 0.30
H 3.82113 1.90154 -0.27915 -1.371 -1.957 0.534 0.50
C 3.39177 -0.05179 -0.07079 1.757 -1.288 0.476 0.62
H -3.40088 1.94445 -0.85610 -0.739 0.880 -0.334 0.22
C 4.86072 -0.33667 -0.49262 -1.124 4.705 1.701 -0.70
N -4.10326 -2.90335 0.08119 0.438 0.249 -3.975 -0.65
C -0.18339 2.05548 0.14542 0.047 -0.628 0.793 -0.15
H 0.73150 0.28518 1.16586 0.278 0.521 -0.776 0.27
H -0.11369 -1.79643 1.00642 0.452 1.624 -0.165 0.38
H 2.74135 -1.86580 0.61980 0.557 1.086 -1.257 0.38
O 3.11470 1.25281 0.05635 0.270 2.075 -0.747 -0.69
```
Forces are in eV/Å.

Values from the calculation:
Spin multiplicity   1
HOMO-LUMO gap (spin up / spin down)   0.2595 / 0.2593 hartree
Net charge   +1
Relative energy (zero: lowest compared OMol25 entry of this formula, charge and spin)   462.94 kJ/mol
Max |F|   0.0997 hartree/bohr
Highest occupied orbital energy (spin up / spin down)   -11.0 / -10.9 eV


ORCA calculation (the ωB97M-V functional and the def2-TZVPD basis) on an isolated ion of composition C5H13N2 and charge +2.

```
20
Properties=species:S:1:pos:R:3:forces:R:3:nbo_charge:R:1
H -1.09261 -0.58533 -1.47765 -0.043 0.030 -0.124 0.23
H -1.97732 -0.42844 0.01944 -0.599 0.382 -0.158 0.26
H -0.57526 1.56786 0.68563 -0.136 0.034 -0.020 0.26
N -2.26942 1.14323 -1.49452 -0.535 -0.397 -0.358 -0.67
H 2.80640 -1.41430 1.08468 0.513 0.111 -0.237 0.43
H -0.22040 0.09933 2.53110 -0.237 -0.181 -0.305 0.27
C -1.43248 0.13355 -0.73591 0.684 0.564 -0.088 -0.22
H -2.67025 1.91876 -0.95349 0.054 -0.273 0.239 0.46
C -0.25952 0.86189 -0.07930 1.381 -1.385 0.872 -0.49
H -3.03008 0.69630 -2.01749 -0.273 -0.129 0.353 0.46
H 1.17382 -1.02553 -1.32985 0.434 0.546 -0.327 0.24
N 2.65930 -1.37915 0.07694 -1.217 0.443 0.684 -0.56
C 0.68501 -0.18900 0.60496 -1.703 1.017 -0.248 0.23
C 0.62008 -0.42635 2.07488 -0.192 0.346 -0.339 -0.73
H 0.43957 1.36105 -0.75461 -0.604 0.308 -0.432 0.25
H 0.47746 -1.50552 2.17329 0.323 0.017 0.654 0.27
H 1.44508 -0.00864 2.66427 0.415 -0.502 -0.234 0.30
C 1.48938 -0.87665 -0.30646 1.291 -0.619 0.496 0.09
H -1.72702 1.56759 -2.24208 0.485 0.261 -0.065 0.45
H 3.45825 -1.51063 -0.52382 -0.040 -0.571 -0.363 0.46
```
Forces are in eV/Å.

Values from the calculation:
Spin multiplicity   2
HOMO-LUMO gap (spin up / spin down)   0.3731 / 0.3821 hartree
Net charge   +2
Relative energy (zero: lowest compared OMol25 entry of this formula, charge and spin)   49.36 kJ/mol
Max |F|   0.0416 hartree/bohr
Highest occupied orbital energy (spin up / spin down)   -17.6 / -20.5 eV


ORCA calculation (the ωB97M-V functional and the def2-TZVPD basis) on an isolated ion of composition C5H6BrO2 and charge -1.

```
14
Properties=species:S:1:pos:R:3:forces:R:3:nbo_charge:R:1
O 0.80491 2.29310 -1.39141 1.817 -0.814 0.464 -0.53
H 0.35351 -1.29236 1.68275 -0.047 1.016 -0.138 0.20
C 1.46209 1.88653 -0.25811 1.073 1.945 -0.361 0.74
H -0.55723 1.79140 -0.05924 0.094 -1.955 0.449 0.22
Br -2.60943 -0.67664 -0.79201 -0.016 -0.020 0.184 -0.28
H 1.25956 -0.86127 -0.77158 -1.253 0.725 0.406 0.21
C -0.69035 -1.27301 1.34069 0.286 -4.294 -1.395 -0.70
C 0.19998 -0.42953 -0.88730 1.517 0.574 -1.153 -0.50
H 0.12429 -0.49267 -2.02460 -0.329 0.649 1.343 0.22
C -0.76278 -1.39478 -0.23643 0.652 0.868 0.876 -0.33
H -0.94051 -2.35379 1.71419 -0.307 1.812 -0.313 0.19
H -1.37357 -0.59476 1.77195 -0.370 1.097 0.822 0.19
C 0.28980 1.16497 -0.43505 -2.708 -1.233 -0.656 -0.04
O 2.43974 2.23280 0.34615 -0.409 -0.372 -0.528 -0.58
```
Forces are in eV/Å.

Values from the calculation:
Spin multiplicity   1
HOMO-LUMO gap   0.2285 hartree
Net charge   -1
Relative energy (zero: lowest compared OMol25 entry of this formula, charge and spin)   299.69 kJ/mol
Max |F|   0.0880 hartree/bohr
Highest occupied orbital energy   -2.6 eV


ORCA calculation (the ωB97M-V functional and the def2-TZVPD basis) on a 2-piece molecular cluster, C2H4ClN7S overall.

```
15
Properties=species:S:1:pos:R:3:forces:R:3:nbo_charge:R:1
N 0.83748 0.58235 1.30436 -1.377 -0.748 -0.328 -0.22
Cl -0.87890 0.35362 -2.28229 -0.250 -0.434 0.106 0.08
N 2.00544 -0.87624 -1.51163 -0.295 0.577 0.453 -0.03
H 0.49861 2.76444 1.50119 0.645 -0.046 -0.166 0.24
N -0.58761 0.11767 2.82962 -1.596 -0.939 1.298 -0.38
N 1.71255 -0.21628 -0.64121 0.174 -3.074 -1.063 0.25
C 0.10278 -0.46207 1.84797 0.440 -1.946 -1.196 0.20
S 0.00996 -2.02295 1.23654 0.266 0.621 0.504 -0.26
H -1.35144 -0.35634 3.45950 2.290 1.347 -1.921 0.45
N 1.68108 0.56738 0.26363 1.761 2.366 0.966 -0.17
C 0.37625 1.75149 1.83115 -1.230 -0.749 1.425 0.17
N 0.42423 1.47207 -2.19303 -0.870 1.173 -0.298 -0.82
N -0.45301 1.44888 2.78151 -0.597 2.022 0.685 -0.25
H 0.17988 2.13468 -2.93976 0.837 -0.403 0.357 0.38
H 1.28294 0.95955 -2.34737 -0.197 0.234 -0.821 0.37
```
Forces are in eV/Å.

Values from the calculation:
Spin multiplicity   1
HOMO-LUMO gap   0.3149 hartree
Net charge   0
Relative energy (zero: lowest compared OMol25 entry of this formula, charge and spin)   67.23 kJ/mol
Max |F|   0.0637 hartree/bohr
Highest occupied orbital energy   -8.3 eV


ORCA calculation (the ωB97M-V functional and the def2-TZVPD basis) on C14H9Br4N4O2S4SbW as an isolated structure.

```
39
Properties=species:S:1:pos:R:3:forces:R:3:nbo_charge:R:1
C -18.96012 -4.27602 2.46648 0.808 -0.014 0.328 -0.15
N -12.06440 -1.68105 5.81765 0.057 -2.107 -0.553 -0.38
C -17.10198 -3.37548 3.89447 0.575 -0.390 0.000 0.43
C -11.30601 -2.69945 6.16251 -1.560 0.504 -0.353 0.26
H -14.61333 0.55983 7.66796 0.472 -0.556 -1.274 0.22
N -11.75812 -3.97001 5.96941 -2.314 1.988 -1.039 -0.78
C -10.21312 2.61495 8.00892 -1.701 -0.181 3.048 0.08
C -12.54637 1.51646 9.16001 1.571 3.498 -0.524 -0.22
Br -20.78701 -4.36346 2.03920 -0.277 0.223 -0.538 0.07
C -16.71453 -4.90466 4.30843 -2.294 0.734 -1.445 0.37
Br -18.39099 -6.45353 0.78889 -0.253 -0.381 0.082 0.04
H -12.65806 -3.98928 5.43912 1.160 -0.335 0.681 0.43
N -11.63788 -0.53907 6.38324 -1.459 1.054 1.909 -0.34
Br -17.07494 -7.74112 3.63770 0.580 -0.213 0.253 0.04
Sb -6.69897 -0.29890 5.48232 1.317 -0.451 -0.595 0.93
S -7.83290 0.22974 7.87267 3.079 -0.397 2.084 -0.38
S -6.27590 -2.37408 4.60477 -0.685 1.139 0.711 -0.73
H -9.25509 2.82389 7.63510 0.997 0.439 -0.529 0.22
C -10.74990 3.25746 9.14680 -1.145 -2.539 0.130 -0.28
S -8.89390 0.74128 4.80226 -0.058 -0.282 -1.054 -0.39
H -10.17474 3.86350 9.82368 0.185 0.882 -0.633 0.23
H -13.49373 1.17810 9.42588 -1.285 -0.631 0.880 0.23
W -9.60450 -0.06796 6.74525 -4.106 -0.453 -1.575 0.78
S -9.92286 -2.47427 7.14745 1.698 0.620 0.533 -0.06
H -14.13828 0.51026 5.89069 -0.469 0.868 -0.808 0.26
H -14.41758 -0.95893 6.65895 -0.093 -0.257 0.266 0.28
Br -19.34758 -1.54760 3.10551 0.463 0.033 0.222 0.04
H -12.35981 3.13965 10.62489 -0.012 -0.152 0.303 0.22
H -11.15911 -4.73716 5.92349 1.037 -1.063 -0.107 0.40
C -11.93467 2.66449 9.75848 0.701 -1.064 -2.051 -0.15
C -18.26383 -5.52137 2.43387 0.639 -0.047 0.777 -0.18
O -16.38758 -2.49655 4.37792 -1.490 -0.571 -0.794 -0.57
O -16.09108 -5.10350 5.33312 0.617 -0.123 0.130 -0.59
C -14.04155 0.04155 6.83909 -0.649 -0.691 1.806 -0.67
C -18.37620 -3.17550 3.01382 1.143 -0.501 1.571 -0.25
N -10.79674 1.49084 7.52883 1.135 -0.183 -0.160 -0.53
C -12.60038 0.08744 7.12332 1.723 -0.698 -1.690 0.25
C -17.33333 -5.89327 3.41822 -0.398 1.311 -0.525 -0.26
C -12.02725 1.06726 7.95057 0.293 0.987 0.533 0.13
```
Forces are in eV/Å.

Values from the calculation:
Spin multiplicity   4
HOMO-LUMO gap (spin up / spin down)   0.1495 / 0.1895 hartree
Net charge   -1
Relative energy (zero: lowest compared OMol25 entry of this formula, charge and spin)   0.00 kJ/mol
Max |F|   0.0860 hartree/bohr
Highest occupied orbital energy (spin up / spin down)   -3.5 / -5.2 eV


ORCA calculation (the ωB97M-V functional and the def2-TZVPD basis) on one molecule with the formula C2H5N3O2.

```
12
Properties=species:S:1:pos:R:3:forces:R:3:nbo_charge:R:1
C 0.45822 0.58940 -0.06501 -1.282 0.009 0.263 0.52
O -1.83667 -1.23523 -0.13193 -1.104 1.526 0.633 -0.60
N 1.29107 1.50538 -0.08705 3.352 0.274 -0.798 -0.69
H 0.00715 -1.38419 -0.07075 0.537 1.346 0.749 0.41
C -2.02227 -0.01523 -0.00118 3.007 -3.182 -1.999 0.52
O 1.90769 -1.26964 -0.26025 -0.491 1.261 -2.598 -0.56
H -1.27188 1.83084 0.21083 1.678 -2.232 -1.438 0.41
H -3.04244 0.33986 0.01037 -0.128 0.932 0.439 0.16
N -0.93888 0.85767 -0.18774 -3.146 3.022 2.413 -0.63
H 2.23943 0.94961 -0.09156 -1.880 1.799 0.207 0.35
N 0.74079 -0.69302 0.23506 -1.835 -4.363 -0.180 -0.36
H 2.46778 -1.47547 0.43921 1.291 -0.392 2.309 0.47
```
Forces are in eV/Å.

Values from the calculation:
Structure (SMILES)   [H]/N=C(\NO)NC=O
Spin multiplicity   1
HOMO-LUMO gap   0.3707 hartree
Net charge   0
Relative energy (zero: lowest compared OMol25 entry of this formula, charge and spin)   365.32 kJ/mol
Max |F|   0.0969 hartree/bohr
Highest occupied orbital energy   -9.5 eV